{
  "formula": "C24H25IN7O3RuS4",
  "method": "ωB97M-V/def2-TZVPD",
  "homo_energy_ev": [-15.88, -15.90],
  "largest_force_ev_per_a": 0.5,
  "charge": 3,
  "e_lumo_ev": [-7.99, -10.79],
  "multiplicity": 5,
  "total_energy_ev": -95866.6041,
  "elements": ["Ru", "N", "C", "C", "C", "C", "C", "C", "S", "O", "O", "N", "C", "S", "C", "C", "N", "H", "H", "H", "H", "H", "H", "H", "H", "S", "C", "N", "C", "C", "C", "C", "C", "C", "H", "H", "H", "H", "H", "C", "C", "C", "C", "N", "C", "S", "N", "C", "H", "H", "H", "H", "H", "H", "H", "H", "N", "C", "O", "C", "I", "H", "H", "H", "H"],
  "xyz": [[-0.641, 0.966, -1.436], [5.080, -4.168, 2.835], [4.226, -3.206, 2.527], [4.682, -1.853, 2.423], [3.787, -0.863, 2.132], [2.432, -1.182, 1.926], [1.970, -2.508, 2.020], [2.843, -3.513, 2.312], [1.267, 0.157, 1.642], [0.021, -0.278, 2.185], [1.931, 1.331, 2.128], [1.104, 0.202, 0.042], [1.872, 1.006, -0.735], [3.331, 1.848, -0.427], [3.261, 2.515, -2.025], [2.145, 2.128, -2.668], [1.363, 1.242, -1.944], [6.057, -3.972, 3.012], [4.783, -5.130, 2.940], [5.724, -1.630, 2.608], [4.100, 0.170, 2.103], [0.915, -2.706, 1.893], [2.510, -4.538, 2.413], [4.041, 3.160, -2.392], [1.857, 2.409, -3.669], [-1.083, 5.168, -3.000], [-1.329, 3.513, -2.784], [-0.825, 2.997, -1.685], [-0.190, 3.971, -0.907], [0.379, 3.786, 0.353], [0.948, 4.879, 0.968], [0.938, 6.144, 0.358], [0.344, 6.342, -0.870], [-0.226, 5.234, -1.498], [-1.865, 2.923, -3.514], [0.341, 2.829, 0.858], [1.392, 4.764, 1.947], [1.383, 6.984, 0.872], [0.311, 7.323, -1.323], [-6.796, -2.091, -0.114], [-5.396, -1.746, 0.251], [-4.700, -2.286, 1.308], [-3.397, -1.850, 1.556], [-2.801, -0.926, 0.781], [-3.485, -0.406, -0.202], [-2.906, 0.965, -1.123], [-4.749, -0.813, -0.486], [-2.617, -2.350, 2.721], [-6.949, -3.167, -0.043], [-7.053, -1.761, -1.119], [-7.481, -1.614, 0.591], [-5.171, -3.025, 1.940], [-5.239, -0.364, -1.253], [-2.751, -3.423, 2.856], [-2.993, -1.864, 3.625], [-1.569, -2.087, 2.611], [-0.230, -3.191, -2.357], [0.035, -1.909, -2.536], [-0.681, -1.053, -1.960], [1.157, -1.554, -3.460], [3.046, -1.866, -2.522], [-0.996, -3.465, -1.761], [0.289, -3.906, -2.842], [1.101, -0.508, -3.738], [1.153, -2.186, -4.344]],
  "lowdin_charge": [1.25, 0.28, -0.23, 0.06, -0.01, -0.18, -0.01, 0.05, 0.55, -0.27, -0.30, -0.17, -0.81, 1.12, -0.32, -0.21, -0.15, 0.16, 0.16, 0.14, 0.12, 0.12, 0.14, 0.09, 0.13, 1.19, -0.45, -0.19, -0.30, -0.03, -0.03, -0.03, -0.04, -0.44, 0.09, 0.09, 0.13, 0.13, 0.13, 0.03, -0.21, 0.07, -0.25, 0.14, -0.69, 0.70, 0.13, 0.01, 0.11, 0.10, 0.12, 0.15, 0.16, 0.10, 0.12, 0.05, 0.23, -0.59, -0.18, -0.53, 0.94, 0.14, 0.14, 0.04, 0.07]
}

***

{
  "formula": "C24H26AsMnN3O2S",
  "method": "ωB97M-V/def2-TZVPD",
  "homo_energy_ev": [-9.99, -10.03],
  "e_above_lowest_kj_mol": 18.5,
  "largest_force_ev_per_a": 1.0,
  "charge": 1,
  "e_lumo_ev": [-4.23, -3.31],
  "multiplicity": 5,
  "total_energy_ev": -136863.4095,
  "elements": ["Mn", "C", "C", "C", "C", "C", "H", "H", "H", "H", "H", "C", "O", "C", "C", "C", "C", "C", "C", "N", "N", "C", "C", "C", "C", "O", "C", "N", "C", "C", "C", "C", "H", "H", "H", "H", "H", "H", "H", "H", "H", "H", "H", "H", "C", "As", "C", "C", "S", "H", "H", "H", "H", "H", "H", "H", "H", "H"],
  "xyz": [[1.101, -1.308, -3.467], [2.837, -2.564, -4.121], [1.680, -3.340, -4.295], [0.859, -2.666, -5.235], [1.572, -1.519, -5.718], [2.778, -1.452, -5.034], [3.682, -2.828, -3.504], [1.459, -4.277, -3.810], [-0.091, -3.020, -5.602], [1.246, -0.856, -6.503], [3.547, -0.709, -5.172], [-2.216, -0.032, 9.422], [-1.228, 0.691, 8.704], [-1.099, 0.442, 7.382], [-1.845, -0.510, 6.686], [-1.635, -0.684, 5.328], [-0.684, 0.080, 4.668], [0.077, 1.009, 5.370], [-0.133, 1.202, 6.718], [-0.395, -0.041, 3.270], [-1.291, -0.611, 2.627], [-0.978, -0.794, 1.235], [-2.089, -0.972, 0.454], [-2.035, -1.116, -0.950], [-0.818, -1.118, -1.568], [-0.664, -1.212, -2.902], [0.360, -0.996, -0.770], [1.532, -1.052, -1.472], [2.680, -0.914, -0.846], [2.738, -0.744, 0.541], [1.579, -0.705, 1.268], [0.319, -0.816, 0.625], [-2.181, 0.345, 10.439], [-1.997, -1.102, 9.423], [-3.211, 0.141, 9.005], [-2.574, -1.124, 7.193], [-2.203, -1.421, 4.777], [0.828, 1.583, 4.842], [0.437, 1.927, 7.282], [-3.049, -0.981, 0.955], [-2.940, -1.225, -1.532], [3.581, -0.945, -1.446], [3.701, -0.650, 1.021], [1.611, -0.576, 2.337], [-1.385, 1.906, -2.875], [0.087, 2.381, -4.005], [-0.512, 2.147, -5.811], [0.430, 4.249, -3.770], [1.825, 1.270, -3.567], [-2.299, 2.384, -3.227], [-1.160, 2.228, -1.860], [-1.489, 0.822, -2.898], [-1.347, 2.817, -6.012], [-0.829, 1.114, -5.943], [0.316, 2.366, -6.481], [-0.503, 4.809, -3.782], [1.079, 4.588, -4.576], [0.938, 4.379, -2.818]],
  "lowdin_charge": [0.77, -0.14, -0.13, -0.11, -0.15, -0.17, 0.12, 0.13, 0.13, 0.12, 0.11, -0.07, -0.07, -0.28, -0.01, -0.02, -0.26, -0.02, 0.01, 0.06, 0.07, -0.18, 0.00, 0.01, -0.34, -0.21, -0.14, -0.01, -0.10, -0.02, 0.03, -0.06, 0.10, 0.10, 0.10, 0.10, 0.11, 0.11, 0.12, 0.12, 0.13, 0.12, 0.12, 0.10, -0.23, 0.71, -0.24, -0.25, 0.24, 0.05, 0.05, 0.00, 0.05, 0.04, 0.04, 0.05, 0.05, 0.04]
}

***

{
  "formula": "C24H26AsO3RuS6",
  "method": "ωB97M-V/def2-TZVPD",
  "homo_energy_ev": [-7.77, -7.71],
  "e_above_lowest_kj_mol": 108.4,
  "largest_force_ev_per_a": 2.3,
  "e_lumo_ev": [-1.44, -0.77],
  "multiplicity": 2,
  "total_energy_ev": -159884.2641,
  "elements": ["Ru", "C", "C", "S", "C", "C", "S", "C", "C", "S", "H", "H", "H", "H", "H", "H", "H", "H", "H", "H", "H", "H", "S", "C", "C", "C", "C", "C", "C", "As", "C", "C", "C", "C", "C", "C", "C", "C", "C", "C", "C", "C", "H", "H", "H", "H", "H", "H", "H", "H", "H", "H", "H", "H", "H", "H", "O", "S", "O", "O", "S"],
  "xyz": [[-0.477, 1.070, 1.180], [3.451, 2.564, 2.232], [3.597, 1.931, 0.851], [2.086, 1.284, 0.021], [1.772, 2.520, -1.273], [1.295, 3.858, -0.753], [-0.272, 3.697, 0.176], [0.095, 4.660, 1.687], [1.080, 4.024, 2.656], [2.837, 4.281, 2.241], [4.441, 2.619, 2.686], [2.809, 1.969, 2.875], [4.235, 1.050, 0.938], [4.061, 2.627, 0.152], [1.012, 2.050, -1.901], [2.688, 2.636, -1.852], [1.092, 4.522, -1.595], [2.027, 4.315, -0.096], [-0.879, 4.754, 2.168], [0.419, 5.651, 1.366], [0.931, 2.960, 2.685], [0.914, 4.404, 3.663], [-2.490, 1.349, -0.196], [-3.193, -0.257, -0.069], [-4.576, -0.395, 0.022], [-5.146, -1.655, 0.115], [-4.346, -2.788, 0.098], [-2.970, -2.657, -0.016], [-2.389, -1.400, -0.105], [-0.477, -1.081, -0.163], [0.192, -2.904, 0.006], [0.509, -3.399, 1.268], [0.883, -4.726, 1.415], [0.949, -5.557, 0.306], [0.645, -5.059, -0.953], [0.271, -3.733, -1.108], [-0.214, -0.805, -2.088], [-1.277, -0.646, -2.968], [-1.037, -0.449, -4.321], [0.264, -0.409, -4.801], [1.331, -0.559, -3.926], [1.093, -0.750, -2.574], [-5.185, 0.500, 0.041], [-6.220, -1.751, 0.215], [-4.790, -3.771, 0.185], [-2.342, -3.540, -0.030], [0.444, -2.748, 2.131], [1.121, -5.114, 2.397], [1.237, -6.594, 0.421], [0.695, -5.703, -1.821], [0.023, -3.344, -2.086], [-2.294, -0.680, -2.600], [-1.870, -0.327, -5.001], [0.448, -0.264, -5.858], [2.347, -0.530, -4.298], [1.918, -0.866, -1.879], [-1.229, 1.907, 3.216], [-0.488, 0.737, 3.760], [0.863, 0.720, 3.140], [-0.502, 0.611, 5.183], [-1.414, -0.814, 2.833]],
  "lowdin_charge": [0.55, -0.51, -0.47, 0.83, -0.51, -0.50, 0.84, -0.49, -0.52, 0.88, 0.07, 0.05, 0.07, 0.08, 0.07, 0.09, 0.08, 0.01, 0.08, 0.08, 0.00, 0.09, 0.56, -0.73, -0.11, -0.08, -0.08, -0.09, -0.48, 1.21, -0.36, -0.11, -0.07, -0.08, -0.08, -0.10, -0.38, -0.10, -0.07, -0.09, -0.08, -0.16, 0.10, 0.10, 0.10, 0.10, 0.06, 0.11, 0.10, 0.11, 0.10, 0.09, 0.11, 0.10, 0.10, 0.08, -0.48, 0.05, -0.50, -0.33, 0.48]
}